17
Properties=species:S:1:pos:R:3:forces:R:3:nbo_charge:R:1 method="wB97M-V/def2-TZVPD" relative_energy_ev=1.003 smiles=CCO.CC
C 1.060 -0.572 -1.922 -1.8 0.2 0.9 -0.639
C -0.187 -1.308 -2.467 0.8 0.7 1.0 -0.054
O -1.346 -0.541 -2.199 -0.8 0.2 -0.8 -0.730
H 0.932 0.502 -2.052 -0.1 0.1 -0.6 0.207
H 1.931 -0.871 -2.434 1.2 -0.5 -0.2 0.215
H 1.102 -0.645 -0.835 0.5 -0.5 0.0 0.200
H 0.033 -1.450 -3.527 -0.9 0.1 -0.2 0.168
H -0.397 -2.273 -1.997 0.7 -0.2 -0.1 0.165
H -1.225 0.067 -1.464 0.3 -0.2 -0.1 0.468
C -0.339 1.675 2.335 -0.6 0.5 -0.4 -0.624
C -0.102 0.196 2.399 -1.2 -2.8 -0.5 -0.626
H 0.192 2.071 1.446 -0.1 0.2 0.8 0.209
H -1.409 1.946 2.210 0.6 -0.3 0.0 0.210
H -0.015 2.114 3.285 0.1 0.3 -0.5 0.214
H -0.990 -0.478 2.529 0.0 1.1 0.2 0.207
H 0.255 -0.279 1.472 0.5 0.6 0.2 0.199
H 0.503 -0.154 3.221 0.7 0.3 0.1 0.211